(1)
Molecular formula: C3H10O2SSi
Method: DFT, ωB97M-V with the def2-TZVPD basis set

Output
- E_LUMO (alpha / beta) (hartree) = 0.0166 / 0.0138
- E_HOMO (alpha / beta) (eV) = -7.88 / -7.39
- HOMO-LUMO gap (alpha / beta) (eV) = 8.3328 / 7.7681
- electronic energy (Ha) = -958.43617

ORCA input file:
```
! wB97M-V def2-TZVPD RIJCOSX def2/J DEFGRID3
* xyz 0 1
C -1.988 0.624 1.508
C 0.583 -0.736 0.416
C 2.322 0.600 -0.946
O -0.976 0.823 -1.346
O -2.099 -1.551 -0.532
Si -1.243 -0.211 -0.116
S 3.428 -0.682 -1.197
H -2.901 1.179 1.442
H -2.096 -0.166 2.322
H -1.160 1.355 1.624
H 1.124 -1.636 0.110
H 0.829 -0.494 1.425
H 2.433 1.326 -0.162
H 1.655 0.852 -1.781
H -1.479 1.628 -1.556
H -2.022 -1.977 -1.340
H 3.593 -0.934 0.127
*
```

Results of the Löwdin charge analysis, in e, for atoms 1 through 5:
1. C -0.1551
2. C -0.0745
3. C -0.5025
4. O -0.1433
5. O -0.1088

---

(2)
Molecular formula: C3H10O3
Method: DFT, ωB97M-V with the def2-TZVPD basis set

Output
- E_LUMO (hartree) = 0.0224
- E_HOMO (eV) = -9.18
- HOMO-LUMO gap (eV) = 9.7956
- SMILES = C=C(C)O.O.O
- electronic energy (Ha) = -345.98768

ORCA input file:
```
! wB97M-V def2-TZVPD RIJCOSX def2/J DEFGRID3
* xyz 0 1
C 1.375 -0.422 -0.646
C 0.236 0.022 -1.156
C -0.283 -0.264 -2.555
O -0.626 0.738 -0.355
H 2.061 -1.022 -1.225
H 1.667 -0.253 0.391
H 0.081 0.445 -3.321
H 0.101 -1.233 -2.871
H -1.365 -0.259 -2.494
H -0.875 1.575 -0.790
O -1.230 -1.128 2.011
H -2.040 -0.607 2.003
H -0.559 -0.483 1.740
O 0.700 1.263 2.912
H 1.001 0.409 3.248
H -0.244 1.219 3.108
*
```

Results of the Löwdin charge analysis, in e, for atoms 1 through 5:
1. C 0.0580
2. C -0.4564
3. C -0.0362
4. O -0.0176
5. H 0.0609

---

(3)
Molecular formula: C3H10O3
Method: DFT, ωB97M-V with the def2-TZVPD basis set

Output
- E_LUMO (hartree) = 0.0184
- E_HOMO (eV) = -7.79
- HOMO-LUMO gap (eV) = 8.2917
- SMILES = C/C=C/O.O.O
- electronic energy (Ha) = -345.93196

ORCA input file:
```
! wB97M-V def2-TZVPD RIJCOSX def2/J DEFGRID3
* xyz 0 1
C 0.207 1.939 -0.784
C 0.287 0.694 0.072
C 0.448 -0.558 -0.412
O -0.437 -1.577 -0.261
H 0.291 2.792 -0.105
H 1.027 2.050 -1.493
H -0.783 1.918 -1.232
H -0.026 0.747 1.117
H 1.342 -0.799 -0.993
H -1.308 -1.230 -0.495
O 3.198 -1.170 1.317
H 3.132 -1.494 0.415
H 2.485 -1.598 1.795
O -3.099 -0.706 0.045
H -3.834 -0.075 0.050
H -2.931 -0.932 0.964
*
```

Results of the Löwdin charge analysis, in e, for atoms 1 through 5:
1. C -0.1023
2. C -0.1664
3. C -0.2492
4. O -0.0063
5. H 0.0639

---

(4)
Molecular formula: C3H10O3
Method: DFT, ωB97M-V with the def2-TZVPD basis set

Output
- E_LUMO (hartree) = 0.0188
- E_HOMO (eV) = -10.28
- HOMO-LUMO gap (eV) = 10.7941
- SMILES = OCCCO.O
- electronic energy (Ha) = -345.94048

ORCA input file:
```
! wB97M-V def2-TZVPD RIJCOSX def2/J DEFGRID3
* xyz 0 1
O -1.770 0.931 -0.354
C -1.032 -0.257 -0.414
C 0.433 -0.496 0.122
C 1.499 -0.406 -0.923
O 2.695 -1.125 -0.524
H -2.642 0.692 0.133
H -1.725 -1.098 -0.210
H -0.946 -0.351 -1.594
H 0.674 0.108 0.978
H 0.553 -1.423 0.691
H 1.239 -0.683 -1.994
H 1.775 0.717 -1.199
H 2.412 -2.084 -0.201
O -1.038 1.776 2.233
H -0.332 1.909 1.604
H -1.797 1.791 1.654
*
```

Results of the Löwdin charge analysis, in e, for atoms 1 through 5:
1. O -0.1190
2. C -0.2564
3. C -0.1767
4. C -0.2999
5. O -0.1297

---

(5)
Molecular formula: C3H10O3S
Method: DFT, ωB97M-V with the def2-TZVPD basis set

Output
- E_LUMO (hartree) = 0.2259
- E_HOMO (eV) = 0.33
- HOMO-LUMO gap (eV) = 5.8119
- electronic energy (Ha) = -744.13782

ORCA input file:
```
! wB97M-V def2-TZVPD RIJCOSX def2/J DEFGRID3
* xyz -2 1
C 0.823 -0.755 -0.627
O 0.451 -2.076 -0.665
C -0.344 0.165 -0.132
C -0.507 0.386 1.361
S -0.852 2.207 1.799
H 1.816 -0.611 -0.169
H 0.992 -0.311 -1.654
H -1.199 -0.416 -0.502
H -0.250 1.090 -0.685
H 0.490 0.368 1.801
H -1.204 -0.248 1.893
H -1.624 1.436 -1.904
H -0.456 1.274 -2.820
O -1.368 1.598 -2.825
H 1.322 -2.857 -0.329
H 3.049 -3.050 -0.478
O 2.347 -3.404 0.088
*
```

Results of the Löwdin charge analysis, in e, for atoms 1 through 5:
1. C -0.4016
2. O -0.2497
3. C -0.3261
4. C -0.6994
5. S -0.0990

---

(6)
Molecular formula: C3H10O4
Method: DFT, ωB97M-V with the def2-TZVPD basis set

Output
- E_LUMO (hartree) = 0.0171
- E_HOMO (eV) = -10.30
- HOMO-LUMO gap (eV) = 10.7624
- SMILES = CCC(=O)O.O.O
- electronic energy (Ha) = -421.24207

ORCA input file:
```
! wB97M-V def2-TZVPD RIJCOSX def2/J DEFGRID3
* xyz 0 1
C -1.150 -2.688 1.043
C -0.755 -1.664 -0.008
C 0.082 -0.472 0.459
O -0.385 0.522 0.981
O 1.355 -0.505 -0.079
H -0.731 -3.722 0.810
H -0.905 -2.505 2.140
H -2.272 -2.893 0.995
H -1.743 -1.323 -0.480
H -0.105 -2.022 -0.835
H 1.955 0.151 0.355
O 1.905 3.024 -0.017
H 2.565 3.028 0.722
H 1.895 2.080 -0.202
O -1.143 1.133 -1.963
H -2.004 0.908 -2.422
H -1.577 1.842 -1.428
*
```

Results of the Löwdin charge analysis, in e, for atoms 1 through 5:
1. C -0.1197
2. C -0.1792
3. C -0.5002
4. O 0.0852
5. O 0.0593

---

(7)
Molecular formula: C3H10O4
Method: DFT, ωB97M-V with the def2-TZVPD basis set

Output
- E_LUMO (hartree) = 0.0114
- E_HOMO (eV) = -10.60
- HOMO-LUMO gap (eV) = 10.9134
- SMILES = O=CCCO.O.O
- electronic energy (Ha) = -421.20130

ORCA input file:
```
! wB97M-V def2-TZVPD RIJCOSX def2/J DEFGRID3
* xyz 0 1
O 0.083 -1.340 -2.587
C 0.536 -1.968 -1.613
C 1.281 -1.286 -0.452
C 1.638 0.208 -0.709
O 1.441 0.996 0.552
H 0.362 -3.120 -1.306
H 0.518 -1.111 0.371
H 2.004 -1.863 0.102
H 2.801 0.367 -1.015
H 0.989 0.677 -1.491
H 1.571 0.298 1.202
O -3.663 0.352 1.280
H -2.713 0.388 1.173
H -3.852 1.295 1.295
O -1.398 1.934 1.004
H -1.026 2.662 1.588
H -0.571 1.511 0.606
*
```

Results of the Löwdin charge analysis, in e, for atoms 1 through 5:
1. O 0.0235
2. C -0.2173
3. C -0.1561
4. C -0.2007
5. O -0.1269

---

(8)
Molecular formula: C3H10OS
Method: DFT, ωB97M-V with the def2-TZVPD basis set

Output
- E_LUMO (hartree) = 0.0321
- E_HOMO (eV) = -8.40
- HOMO-LUMO gap (eV) = 9.2791
- SMILES = CCSC.O
- electronic energy (Ha) = -593.66986

ORCA input file:
```
! wB97M-V def2-TZVPD RIJCOSX def2/J DEFGRID3
* xyz 0 1
C -1.476 1.466 0.155
C -0.119 0.957 0.875
S 1.294 1.249 -0.218
C 0.564 0.831 -1.984
H -1.725 2.508 0.584
H -2.362 0.851 0.317
H -1.265 1.683 -0.853
H -0.222 -0.077 1.086
H -0.008 1.494 1.914
H -0.383 1.188 -1.985
H 1.091 1.295 -2.831
H 0.640 -0.269 -2.178
O 1.182 -4.032 1.570
H 0.767 -4.633 2.191
H 2.023 -4.511 1.358
*
```

Results of the Löwdin charge analysis, in e, for atoms 1 through 5:
1. C -0.1505
2. C -0.5598
3. S 0.7295
4. C -0.3120
5. H 0.0909